Entry 1:
DFT (wB97M-V/def2-TZVPD) results for the molecule C16H16ClNO2.

Bonds (Å) are listed after each position.
Element x y z (Å)
1 O -3.112 -3.355 -0.090  C2 1.198
2 C -2.078 -2.844 0.236  O1 1.198, O3 1.327, C4 1.540
3 O -1.136 -3.460 0.938  C2 1.327, H21 0.988
4 C -1.721 -1.382 -0.093  C2 1.540, C5 1.540, N12 1.457, H22 1.100
5 C -2.600 -0.465 0.777  C4 1.540, C6 1.503, H23 1.091, H24 1.092
6 C -2.273 0.974 0.490  C5 1.503, C7 1.390, C11 1.391
7 C -1.489 1.712 1.368  C6 1.390, C8 1.384, H25 1.082
8 C -1.130 3.015 1.068  C7 1.384, C9 1.384, H26 1.081
9 C -1.546 3.594 -0.118  C8 1.384, C10 1.386, H27 1.080
10 C -2.329 2.866 -0.999  C9 1.386, C11 1.382, H28 1.081
11 C -2.689 1.565 -0.698  C6 1.391, C10 1.382, H29 1.080
12 N -0.305 -1.180 0.185  C4 1.457, C13 1.460, H30 1.017
13 C 0.551 -1.293 -0.993  N12 1.460, C14 1.504, H31 1.094, H32 1.103
14 C 1.958 -0.903 -0.631  C13 1.504, C15 1.388, C20 1.390
15 C 2.938 -1.861 -0.414  C14 1.388, C16 1.383, H33 1.079
16 C 4.224 -1.489 -0.064  C15 1.383, C17 1.385, H34 1.079
17 C 4.528 -0.145 0.079  C16 1.385, Cl18 1.728, C19 1.386
18 Cl 6.133 0.328 0.510  C17 1.728
19 C 3.560 0.826 -0.123  C17 1.386, C20 1.382, H35 1.078
20 C 2.281 0.441 -0.478  C14 1.390, C19 1.382, H36 1.081
21 H -0.393 -2.817 1.040  O3 0.988
22 H -1.963 -1.201 -1.150  C4 1.100
23 H -3.644 -0.682 0.548  C5 1.091
24 H -2.420 -0.692 1.830  C5 1.092
25 H -1.167 1.270 2.301  C7 1.082
26 H -0.524 3.578 1.764  C8 1.081
27 H -1.265 4.610 -0.354  C9 1.080
28 H -2.661 3.315 -1.924  C10 1.081
29 H -3.302 1.002 -1.386  C11 1.080
30 H -0.156 -0.271 0.614  N12 1.017
31 H 0.517 -2.329 -1.341  C13 1.094
32 H 0.192 -0.647 -1.812  C13 1.103
33 H 2.699 -2.908 -0.524  C15 1.079
34 H 4.987 -2.236 0.095  C16 1.079
35 H 3.807 1.869 -0.008  C19 1.078
36 H 1.526 1.197 -0.645  C20 1.081

Structure (SMILES) ... O=C(O)[C@@H](Cc1ccccc1)NCc1ccc(Cl)cc1
Highest occupied orbital energy ... -0.34440 hartree
Molar mass ... 289.76 g mol⁻¹
Lowest unoccupied orbital energy ... 0.62 eV

These are the natural (NBO) partial charges, in e, on atoms 1 to 5: -0.583 0.776 -0.679 -0.157 -0.445

---

Entry 2:
DFT (wB97M-V/def2-TZVPD) results for the molecule C16H16ClNO2S.

Bonds (Å) are listed after each position.
Element x y z (Å)
1 C 2.225 2.416 -1.080  O2 1.408, H22 1.089, H23 1.094, H24 1.094
2 O 1.755 1.452 -0.169  C1 1.408, C3 1.368
3 C 1.531 0.182 -0.625  O2 1.368, C4 1.383, C10 1.408
4 C 1.791 -0.256 -1.911  C3 1.383, C5 1.388, H25 1.077
5 C 1.512 -1.571 -2.259  C4 1.388, Cl6 1.731, C7 1.388
6 Cl 1.853 -2.070 -3.880  C5 1.731
7 C 0.974 -2.477 -1.355  C5 1.388, C8 1.496, C9 1.390
8 C 0.677 -3.888 -1.752  C7 1.496, H26 1.089, H27 1.086, H28 1.089
9 C 0.721 -2.025 -0.066  C7 1.390, C10 1.384, H29 1.077
10 C 0.987 -0.719 0.309  C3 1.408, C9 1.384, N11 1.397
11 N 0.715 -0.211 1.581  C10 1.397, C12 1.354, H30 1.015
12 C -0.096 -0.734 2.531  N11 1.354, O13 1.211, C14 1.524
13 O -0.527 -1.866 2.548  C12 1.211
14 C -0.434 0.248 3.646  C12 1.524, S15 1.827, H31 1.091, H32 1.090
15 S -0.731 1.951 3.054  C14 1.827, C16 1.781
16 C -1.553 1.660 1.501  S15 1.781, C17 1.386, C21 1.389
17 C -2.435 0.605 1.321  C16 1.386, C18 1.383, H33 1.079
18 C -2.987 0.389 0.071  C17 1.383, C19 1.384, H34 1.079
19 C -2.683 1.229 -0.986  C18 1.384, C20 1.385, H35 1.079
20 C -1.831 2.304 -0.790  C19 1.385, C21 1.382, H36 1.080
21 C -1.261 2.519 0.450  C16 1.389, C20 1.382, H37 1.079
22 H 2.297 3.344 -0.515  C1 1.089
23 H 3.213 2.153 -1.469  C1 1.094
24 H 1.527 2.550 -1.912  C1 1.094
25 H 2.205 0.402 -2.656  C4 1.077
26 H -0.028 -3.907 -2.582  C8 1.089
27 H 0.254 -4.438 -0.917  C8 1.086
28 H 1.586 -4.389 -2.082  C8 1.089
29 H 0.295 -2.695 0.662  C9 1.077
30 H 0.990 0.760 1.686  N11 1.015
31 H 0.405 0.333 4.338  C14 1.091
32 H -1.303 -0.117 4.194  C14 1.090
33 H -2.687 -0.052 2.139  C17 1.079
34 H -3.659 -0.443 -0.072  C18 1.079
35 H -3.113 1.049 -1.960  C19 1.079
36 H -1.601 2.970 -1.608  C20 1.080
37 H -0.584 3.344 0.614  C21 1.079

Structure (SMILES) ... COc1cc(Cl)c(C)cc1NC(=O)CSc1ccccc1
Highest occupied orbital energy ... -0.29661 hartree
Molar mass ... 321.83 g mol⁻¹
Lowest unoccupied orbital energy ... 0.58 eV

These are the natural (NBO) partial charges, in e, on atoms 1 to 5: -0.249 -0.513 0.269 -0.309 -0.028

---

For reference, electronic energy by record: -34960.1431 -45795.1181 eV.
For reference, energy relative to the best compared isomer or geometry (same formula, charge and spin) by record: 0.0 14.4 kcal/mol.